# 1
Density functional theory data (ωB97M-V/def2-TZVPD) for C6H4N2O3S as an isolated structure in a non-equilibrium geometry.

```
16
Properties=species:S:1:pos:R:3:forces:R:3
C -2.30062 -0.44304 0.09203 1.15 -0.29 -0.41
C -1.96448 0.91827 0.10455 -1.79 0.82 0.96
C -1.34711 -1.40949 -0.08944 0.74 -0.62 -0.83
C -0.64323 1.28228 -0.03481 1.01 2.68 0.40
C 0.05480 -1.01002 -0.22657 -0.63 -0.58 -0.09
C 0.35978 0.37993 -0.27496 -1.47 -0.87 0.07
N 1.03487 -1.90320 -0.18635 2.15 1.47 0.71
N 2.47190 -0.83269 0.35164 -3.49 -1.55 -0.58
O 3.53358 -1.34454 0.34508 1.26 0.03 -0.23
O 2.70948 1.12273 -1.35848 0.72 0.38 -2.06
O 2.11572 1.70246 0.94861 0.29 0.67 0.55
S 2.00541 0.85874 -0.18344 -0.17 -1.42 1.94
H -3.23704 -0.91046 0.21640 -1.50 0.59 0.17
H -2.75458 1.70408 0.35771 1.30 -1.22 -0.55
H -1.74617 -2.46449 -0.22239 1.29 1.28 0.47
H -0.29230 2.34944 0.16041 -0.87 -1.36 -0.51
```
Forces are in eV/Å.

For the highest occupied orbital energy (spin up / spin down), the calculation gives -9.271 / -9.132 eV. The gap between HOMO and LUMO (spin up / spin down) comes out at 8.3 / 6.9 eV. The calculation puts the lowest unoccupied orbital energy (spin up / spin down) at -0.97 / -2.28 eV.

List of Mulliken charges in e, atom by atom: -0.243, -0.602, -0.462, -0.277, 0.687, 0.359, -0.571, 0.230, -0.414, -0.539, -0.553, 1.128, 0.380, 0.299, 0.298, 0.280



# 2
Density functional theory data (ωB97M-V/def2-TZVPD) for the molecule C5H14N2 in a non-equilibrium geometry.

```
21
Properties=species:S:1:pos:R:3:forces:R:3
C 1.16786 2.37559 0.29539 -0.30 -0.76 -0.10
C 1.64700 0.98115 -0.14879 0.08 -0.25 -1.02
C 1.27236 -0.19235 0.73853 -0.24 -0.05 1.15
C 0.58648 -1.37261 0.03483 0.84 0.23 -0.04
N -0.56282 -0.96964 -0.74563 0.01 0.16 0.06
C -1.74448 -0.78776 0.07947 -0.35 1.35 -2.07
N -2.93739 -0.56835 -0.76938 0.83 0.44 0.27
H 0.47347 2.28224 1.12674 0.05 0.03 0.28
H 1.98226 3.02966 0.58745 -0.01 0.18 -0.07
H 0.56649 2.78959 -0.50654 0.20 0.50 -0.13
H 1.19000 0.74256 -1.11795 -0.06 0.28 0.10
H 2.71652 0.98046 -0.38151 0.01 0.06 0.31
H 0.60654 0.15161 1.53971 -0.13 0.09 -0.15
H 2.12068 -0.57959 1.31337 0.11 -0.07 -0.24
H 1.33887 -1.83740 -0.60933 -0.23 -0.04 -0.18
H 0.34299 -2.10536 0.81394 -0.13 -0.17 -0.04
H -0.71195 -1.54721 -1.55876 -0.14 -0.27 0.17
H -1.57684 0.14506 0.61682 -0.07 -0.27 0.62
H -1.91520 -1.63140 0.68898 -0.03 -1.01 1.32
H -2.80042 -0.96853 -1.68376 -0.29 -0.21 -0.05
H -3.76243 -0.91771 -0.31358 -0.17 -0.23 -0.20
```
Forces are in eV/Å.

For the highest occupied orbital energy, the calculation gives -8.755 eV. The gap between HOMO and LUMO comes out at 9.9 eV. The calculation puts the lowest unoccupied orbital energy at 1.15 eV. Its structure (SMILES) is CCCCNCN.

List of Mulliken charges in e, atom by atom: -1.139, -0.349, -0.734, -0.849, -0.273, -0.196, -0.629, 0.329, 0.323, 0.272, 0.279, 0.422, 0.329, 0.387, 0.411, 0.329, 0.223, 0.149, 0.291, 0.197, 0.230



# 3
Density functional theory data (ωB97M-V/def2-TZVPD) for C24H30AsCdCl3Ge2O2 as an isolated structure in a non-equilibrium geometry.

```
63
Properties=species:S:1:pos:R:3:forces:R:3
Cd -18.35174 -2.93622 -1.54705 1.00 1.16 0.23
Cl -19.67876 -9.58788 1.03822 -0.11 -0.27 0.01
C -19.59085 -8.23745 0.02188 -0.33 0.54 1.02
C -19.77635 -6.96181 0.60804 0.73 0.08 -0.47
C -19.41553 -5.87098 -0.13344 -0.59 0.29 1.09
Cl -19.36306 -4.35793 0.72112 -0.03 -0.10 -0.48
C -19.09025 -5.95110 -1.52538 1.46 2.34 -1.74
O -18.63655 -4.97487 -2.26647 -1.71 -2.34 1.78
C -19.15896 -7.24733 -2.09774 -0.11 -1.08 -0.49
Cl -19.01318 -7.40832 -3.79732 0.15 0.07 0.39
C -19.30623 -8.36809 -1.31158 0.28 -0.15 -1.14
H -20.02815 -6.85740 1.65306 -0.01 -0.07 -0.01
H -19.15527 -9.33888 -1.75213 -0.18 -0.18 -0.05
C -22.73545 -0.64203 -2.97263 0.67 0.60 -0.21
As -20.88684 -1.21186 -3.42371 0.10 -0.54 0.87
C -19.91785 0.32731 -4.05919 0.08 0.37 0.01
C -20.91975 -2.44597 -4.96033 -0.79 -0.48 0.66
O -20.16089 -1.89931 -2.01526 -1.31 0.70 -1.69
H -22.82592 0.44514 -3.24163 0.08 -1.05 0.28
H -22.81682 -0.76611 -1.88316 -0.07 0.03 -0.41
H -23.50353 -1.21583 -3.50675 0.36 0.07 0.20
H -20.31578 0.58539 -5.06758 0.44 -0.27 0.64
H -18.86253 -0.01780 -4.09687 -0.55 0.54 -0.11
H -20.03955 1.22012 -3.40073 0.22 -0.87 -0.35
H -20.94743 -1.87506 -5.89274 0.35 -0.07 0.19
H -21.91071 -2.94065 -4.88171 0.63 0.05 -0.06
H -20.12487 -3.22679 -4.92866 -0.49 0.84 -0.01
C -15.40263 -4.81547 -3.53481 0.72 -0.36 -0.76
Ge -15.28239 -2.81983 -3.73187 0.40 -0.76 0.58
C -16.59569 -2.33022 -5.09650 0.27 0.69 -0.20
C -13.45112 -2.31125 -4.30119 0.63 0.17 -0.18
Ge -15.97343 -1.95667 -1.57510 0.29 0.21 -0.74
C -14.73823 -2.63155 -0.20741 -0.27 -0.27 -0.56
C -13.67700 -3.50420 -0.49830 -0.47 0.29 -0.62
C -12.91381 -4.06772 0.49212 0.72 0.10 1.05
C -13.19751 -3.76618 1.83515 -0.02 -0.36 -0.21
C -14.32197 -2.98221 2.12453 1.08 -0.18 0.57
C -15.05298 -2.38289 1.11178 -0.18 0.18 0.74
C -15.97617 0.01987 -1.71088 -0.19 0.16 -0.12
C -15.43606 0.76653 -2.78168 -0.07 -0.27 0.86
C -15.43486 2.15556 -2.78111 -0.36 -0.29 0.61
C -16.06196 2.83615 -1.72963 0.08 0.92 -1.15
C -16.70041 2.11999 -0.73850 0.54 0.06 -0.29
C -16.61482 0.73479 -0.70888 -0.09 0.63 -0.15
H -14.90872 -5.26251 -4.44554 -0.60 0.32 0.77
H -16.45245 -5.17399 -3.49470 0.65 0.23 0.07
H -14.81352 -5.19811 -2.67102 -0.59 0.33 -0.44
H -16.18650 -2.73161 -6.04192 -0.48 0.51 0.19
H -16.76436 -1.22310 -5.10725 0.32 -0.89 -0.33
H -17.55245 -2.79799 -4.88545 -0.15 -0.23 0.00
H -13.10069 -2.91275 -5.16820 -0.33 0.24 0.50
H -12.68537 -2.43769 -3.48742 -0.85 0.21 -0.69
H -13.44588 -1.24948 -4.64148 0.06 -0.68 0.37
H -13.41776 -3.74835 -1.52361 -0.15 0.14 -0.02
H -12.04061 -4.67968 0.23070 -0.46 0.21 0.16
H -12.52795 -4.15540 2.62693 -0.71 0.26 -0.48
H -14.55444 -2.79607 3.16845 -0.07 0.10 -0.11
H -15.85376 -1.68745 1.39849 0.21 -0.39 -0.25
H -14.96495 0.24326 -3.58247 0.32 -0.28 -0.54
H -14.95774 2.69879 -3.58157 0.02 0.06 -0.10
H -16.09583 3.94727 -1.79843 -0.02 -0.98 0.38
H -17.23067 2.64121 0.02233 -0.32 0.29 0.57
H -17.09438 0.26653 0.12260 -0.21 -0.58 0.37
```
Forces are in eV/Å.

For the highest occupied orbital energy (spin up / spin down), the calculation gives -10.133 / -10.114 eV. As for the total charge: +1. Its expectation value of S² is 0.781. The gap between HOMO and LUMO (spin up / spin down) comes out at 7.3 / 4.0 eV. The calculation puts the lowest unoccupied orbital energy (spin up / spin down) at -2.88 / -6.11 eV. The multiplicity is 2.

List of Mulliken charges in e, atom by atom: 1.871, -0.125, 0.525, -0.834, 0.642, -0.238, -0.156, -0.814, 0.490, -0.123, -0.631, 0.475, 0.465, -0.957, 0.782, -0.848, -0.999, -0.835, 0.334, 0.298, 0.347, 0.408, 0.120, 0.368, 0.366, 0.400, 0.241, -0.887, 0.215, -0.750, -1.131, -0.727, 0.508, 0.187, -0.748, -0.447, -0.711, -0.280, 0.241, 0.428, -0.749, -0.404, -0.874, -0.321, 0.454, 0.121, 0.300, 0.449, 0.256, -0.025, 0.447, 0.321, 0.393, 0.176, 0.363, 0.346, 0.391, 0.279, 0.090, 0.427, 0.324, 0.458, 0.305



# 4
Density functional theory data (ωB97M-V/def2-TZVPD) for C27H30F5NO2P2SSe3SrTe as an isolated structure in a non-equilibrium geometry.

```
73
Properties=species:S:1:pos:R:3:forces:R:3
Sr 1.00949 -1.81112 -1.89727 -0.46 0.41 -1.12
C -1.45299 -4.62111 0.33992 -0.03 0.02 0.02
P -1.54026 -3.55010 -1.14354 0.04 -0.24 -0.09
C -1.08521 -4.73854 -2.45912 0.04 0.00 0.01
C -3.35626 -3.46318 -1.43376 0.03 0.08 -0.01
C -3.66190 -2.74594 -2.75380 -0.08 -0.03 0.06
P -2.81383 -1.10413 -2.90059 -0.07 -0.04 -0.11
C -3.65014 -0.24743 -1.49465 -0.01 0.01 -0.01
C -3.80812 -0.40979 -4.28146 0.03 0.04 -0.03
H -1.84281 -4.08684 1.20826 0.00 0.00 0.00
H -0.40300 -4.84587 0.52908 0.00 0.00 0.00
H -2.01425 -5.54916 0.20207 0.00 -0.01 0.00
H -1.72907 -5.62304 -2.43336 -0.01 0.00 0.00
H -0.04081 -5.03874 -2.33903 0.00 0.00 0.00
H -1.16539 -4.26516 -3.44232 -0.03 -0.02 0.00
H -3.80917 -2.93908 -0.58672 -0.01 0.06 -0.03
H -3.76888 -4.47868 -1.43922 0.03 -0.01 -0.01
H -4.74367 -2.60042 -2.86062 0.01 0.00 -0.01
H -3.32318 -3.34651 -3.60252 0.00 0.05 -0.02
H -4.71788 -0.48687 -1.45183 0.00 0.00 0.00
H -3.53700 0.83063 -1.61687 0.00 -0.02 0.00
H -3.17875 -0.51185 -0.54717 -0.01 -0.01 0.00
H -4.88309 -0.48527 -4.09141 -0.02 0.00 0.03
H -3.54572 -0.94692 -5.19476 0.00 0.00 0.06
H -3.54056 0.63936 -4.42221 -0.01 0.01 0.02
F -2.01802 5.02405 -0.46813 0.00 0.00 0.01
C -1.20021 4.12663 -1.05185 0.01 0.01 -0.01
C -1.35288 2.77268 -0.81858 -0.03 0.04 0.04
F -2.31726 2.35679 0.02043 0.02 0.01 -0.02
C -0.51326 1.86426 -1.43314 0.15 0.07 0.03
F -0.71702 0.56998 -1.14963 -0.02 -0.10 0.03
C 0.54635 2.23209 -2.27597 -0.01 0.05 0.06
S 1.67081 1.11798 -2.96109 -0.01 -0.18 -0.07
C 0.64827 3.61597 -2.49216 0.03 -0.03 0.03
F 1.62142 4.10222 -3.27800 -0.02 0.00 0.01
C -0.19156 4.53963 -1.90277 -0.01 0.02 0.02
F -0.02948 5.85607 -2.14001 -0.01 -0.01 0.01
Se 2.76392 -4.09864 -2.89116 0.07 -0.08 -0.02
Se 1.68438 -4.39959 -4.96919 0.06 0.09 0.00
Te 0.52379 -2.11866 -5.20027 0.02 -0.14 -0.39
Se -1.62016 -2.76274 -6.26885 -0.06 -0.08 0.11
C 1.48056 5.65082 2.24430 0.06 0.01 0.03
C 1.42174 4.31763 2.94139 0.02 -0.05 0.01
C 0.91475 4.24941 4.23549 0.00 0.01 0.00
C 0.83136 3.03377 4.89450 0.00 -0.01 0.02
C 1.23973 1.87237 4.26616 -0.05 0.00 0.02
C 1.75889 1.92264 2.97208 0.01 0.00 0.00
N 2.13129 0.76996 2.27796 0.00 0.05 0.05
C 2.53968 -0.42878 2.82628 0.06 0.04 0.01
C 3.19585 -0.47611 4.06634 0.00 0.02 0.01
C 3.65152 -1.67191 4.58457 0.01 0.03 0.01
C 3.48011 -2.85928 3.88426 -0.01 -0.05 -0.02
C 2.84836 -2.81891 2.65420 -0.03 0.04 -0.04
C 2.37469 -1.62879 2.10847 -0.04 -0.07 0.01
C 1.70085 -1.69832 0.75871 0.08 -0.16 0.51
O 1.45583 -2.82999 0.28134 0.11 -0.23 0.36
O 1.41766 -0.62983 0.14153 0.28 0.40 0.65
C 1.86929 3.15468 2.30596 -0.01 0.03 0.00
C 2.45395 3.17839 0.92122 -0.07 0.01 -0.07
H 1.01782 6.42300 2.85872 0.00 0.00 0.00
H 0.96094 5.62229 1.28843 -0.06 0.00 -0.11
H 2.51048 5.95416 2.04080 0.00 0.00 0.00
H 0.57253 5.15641 4.72044 0.00 0.00 0.00
H 0.42205 2.98491 5.89658 -0.01 0.00 0.00
H 1.12894 0.91658 4.75998 -0.01 0.02 -0.01
H 1.84003 0.68114 1.30529 -0.03 -0.04 -0.03
H 3.36499 0.44582 4.60616 0.01 -0.02 -0.01
H 4.16005 -1.67188 5.54223 0.00 0.00 0.00
H 3.84305 -3.79659 4.28581 -0.01 0.00 0.00
H 2.69825 -3.71644 2.06994 0.00 -0.02 -0.02
H 3.27354 2.46411 0.83775 0.00 0.01 0.00
H 2.82718 4.16463 0.65395 -0.01 0.02 -0.01
H 1.71743 2.89113 0.16244 0.02 0.01 0.01
```
Forces are in eV/Å.

For the highest occupied orbital energy, the calculation gives -1.147 eV. As for the total charge: -2. The gap between HOMO and LUMO comes out at 5.1 eV. The calculation puts the lowest unoccupied orbital energy at 3.98 eV.

List of Mulliken charges in e, atom by atom: 1.207, -1.534, 0.839, -0.990, -1.264, -0.982, 0.731, -1.396, -1.173, 0.366, 0.308, 0.413, 0.361, 0.335, 0.146, 0.399, 0.568, 0.572, 0.403, 0.499, 0.328, 0.225, 0.374, 0.224, 0.345, -0.386, 0.467, -0.086, -0.390, -0.144, -0.107, 0.459, -0.381, 0.336, -0.398, 0.367, -0.382, -0.762, -0.398, 0.137, -0.796, -1.507, 1.190, -0.985, -0.915, -0.713, 0.268, 0.048, 0.210, -0.521, -0.528, -0.740, -0.364, -0.119, 1.612, -0.868, -1.184, 0.517, -1.596, 0.379, 0.207, 0.353, 0.315, 0.372, 0.620, 0.182, 0.543, 0.364, 0.388, 0.488, 0.421, 0.471, 0.252



Ordered relative energy (zero: lowest compared OMol25 entry of this formula, charge and spin) results: 187.7; 104.8; 0.0; 0.0; unit kJ/mol.